(1)
The following is a DFT calculation (wB97M-V/def2-TZVPD) of an isolated molecule of C3H9NO in a non-equilibrium geometry.

```
14
C3H9NO (wB97M-V/def2-TZVPD)
C 1.68812 0.50238 0.67478
N 0.56201 -0.44781 0.65773
C 0.06266 -0.71814 -0.73656
O -1.35675 -0.87532 -0.57456
C -2.03224 0.32641 -0.26185
H 1.99456 0.48254 1.73426
H 2.60553 0.27735 0.05361
H 1.42761 1.49804 0.33204
H 1.01239 -1.30360 0.96302
H 0.19778 0.02545 -1.52451
H 0.50570 -1.69528 -0.91760
H -2.76934 0.13725 0.53214
H -2.61711 0.76663 -1.06986
H -1.28092 1.02409 0.13736
```

Properties
- E_LUMO: 1.04 eV
- ΔE to the lowest compared entry with this formula, charge and spin: 200.4 kJ/mol
- SMILES string: CNCOC
- Strongest force on any atom: 3.0 eV/A
- Kohn-Sham gap: 10.49 eV


(2)
The following is a DFT calculation (wB97M-V/def2-TZVPD) of a cluster of 2 separate species, C3H9NO in total in a non-equilibrium geometry.

```
14
C3H9NO (wB97M-V/def2-TZVPD)
C -2.10313 2.55909 -1.22240
C -2.94908 1.47139 -1.41316
H -1.04038 2.44658 -1.40332
H -2.35627 3.56137 -0.82070
H -2.56765 0.58307 -1.98890
H -4.05193 1.62201 -1.38756
N 2.44857 -0.48820 0.80786
C 1.68478 -1.69346 1.15694
O 0.43007 -1.60499 0.55866
H 3.40661 -0.72090 0.95582
H 2.26029 -0.19987 -0.18370
H 2.15518 -2.62059 0.75372
H 1.50143 -1.82353 2.23483
H 0.31676 -0.61301 0.58727
```

Properties
- E_LUMO: 0.94 eV
- ΔE to the lowest compared entry with this formula, charge and spin: 236.8 kJ/mol
- SMILES string: C=C.NCO
- Strongest force on any atom: 3.2 eV/A
- Kohn-Sham gap: 10.61 eV


(3)
The following is a DFT calculation (wB97M-V/def2-TZVPD) of a cluster of 2 separate species, C3H9NO in total in a non-equilibrium geometry.

```
14
C3H9NO (wB97M-V/def2-TZVPD)
C -2.25841 0.49942 -0.55317
C -0.98341 0.46813 -0.89828
C 0.03367 1.05937 0.09939
N 1.33096 0.44252 -0.17366
H -3.06418 0.08077 -1.15658
H -2.60488 0.97796 0.34539
H -0.47269 0.05322 -1.74532
H -0.05198 2.15168 0.08965
H -0.23673 0.74332 1.10939
H 1.89355 0.29664 0.65306
H 1.87875 0.99049 -0.82285
O 1.38820 -2.06254 1.17199
H 0.54450 -1.64699 1.39021
H 1.23594 -2.61489 0.39438
```

Properties
- E_LUMO: 1.02 eV
- ΔE to the lowest compared entry with this formula, charge and spin: 169.6 kJ/mol
- SMILES string: C=CCN.O
- Strongest force on any atom: 2.3 eV/A
- Kohn-Sham gap: 10.25 eV


(4)
The following is a DFT calculation (wB97M-V/def2-TZVPD) of an isolated molecule of C3H9NO in a non-equilibrium geometry.

```
14
C3H9NO (wB97M-V/def2-TZVPD)
C -0.57789 1.38985 0.09669
C -0.34180 -0.04489 -0.44263
N -1.41157 -0.88179 0.02716
C 0.94942 -0.61777 0.17658
O 2.10789 0.09048 0.05574
H -0.53014 1.43262 1.16855
H -1.60099 1.74767 -0.22684
H 0.22404 1.96206 -0.42803
H -0.30177 0.04121 -1.50837
H -1.49907 -0.79330 1.05106
H -1.36843 -1.86715 -0.30859
H 0.97029 -1.64256 -0.10695
H 0.79407 -0.52570 1.27973
H 2.58594 -0.29074 -0.83411
```

Properties
- E_LUMO: 0.78 eV
- ΔE to the lowest compared entry with this formula, charge and spin: 146.9 kJ/mol
- SMILES string: C[C@H](N)CO
- Strongest force on any atom: 6.1 eV/A
- Kohn-Sham gap: 9.69 eV


(5)
The following is a DFT calculation (wB97M-V/def2-TZVPD) of a cluster of 2 separate species, C3H9NO in total.

```
14
C3H9NO (wB97M-V/def2-TZVPD)
C -0.58951 0.59872 -1.42733
C -0.78558 -0.06704 -0.29594
C -1.69284 0.40627 0.77936
N -0.15349 -1.28074 -0.02949
H 0.04595 0.19913 -2.21111
H -0.99915 1.57367 -1.62331
H -2.61878 -0.16626 0.82607
H -1.26067 0.31473 1.77448
H -1.91867 1.45194 0.65668
H 0.33719 -1.74853 -0.76872
H -0.65568 -1.90137 0.58464
O 3.61932 0.48791 0.38189
H 2.99104 0.60116 1.10163
H 3.68086 -0.46960 0.25115
```

Properties
- E_LUMO: 0.85 eV
- ΔE to the lowest compared entry with this formula, charge and spin: 95.9 kJ/mol
- SMILES string: C=C(C)N.O
- Strongest force on any atom: 0.7 eV/A
- Kohn-Sham gap: 9.05 eV


(6)
The following is a DFT calculation (wB97M-V/def2-TZVPD) of an isolated molecule of C3H9NO in a non-equilibrium geometry.

```
14
C3H9NO (wB97M-V/def2-TZVPD)
C -0.45433 1.40991 0.08105
C -0.32105 -0.05468 -0.35804
N -1.56823 -0.76639 -0.05362
C 0.92214 -0.69777 0.27032
O 2.09150 0.01171 -0.02439
H -0.56207 1.44609 1.18295
H -1.33106 1.86611 -0.37086
H 0.44334 1.99370 -0.17799
H -0.21814 -0.10827 -1.45819
H -1.72946 -0.79006 0.94638
H -1.47061 -1.72640 -0.37540
H 1.02085 -1.76217 -0.06270
H 0.82197 -0.67406 1.35792
H 2.35515 -0.14772 -0.95744
```

Properties
- E_LUMO: 0.92 eV
- ΔE to the lowest compared entry with this formula, charge and spin: 73.4 kJ/mol
- SMILES string: C[C@H](N)CO
- Strongest force on any atom: 1.4 eV/A
- Kohn-Sham gap: 10.21 eV


(7)
The following is a DFT calculation (wB97M-V/def2-TZVPD) of a cluster of 2 separate species, C3H9NO in total.

```
14
C3H9NO (wB97M-V/def2-TZVPD)
C -1.61421 -0.69201 -0.35997
N -0.39575 -0.98831 -0.29307
C 0.25545 -0.60891 0.98742
C 0.37381 0.91360 1.14813
H -2.16858 -0.15958 0.41521
H -2.16500 -0.96030 -1.25210
H -0.29489 -1.08059 1.80367
H 1.25119 -1.05400 0.97392
H 1.29767 1.18980 1.65733
H 0.33211 1.38161 0.17127
H -0.40762 1.30053 1.80449
O 1.16916 0.65315 -2.33722
H 1.34820 0.08246 -3.10157
H 1.01846 0.02256 -1.61750
```

Properties
- E_LUMO: 0.97 eV
- ΔE to the lowest compared entry with this formula, charge and spin: 139.0 kJ/mol
- SMILES string: C=NCC.O
- Strongest force on any atom: 0.8 eV/A
- Kohn-Sham gap: 10.96 eV


(8)
The following is a DFT calculation (wB97M-V/def2-TZVPD) of a cluster of 2 separate species, C3H9NO in total.

```
14
C3H9NO (wB97M-V/def2-TZVPD)
C 1.38483 -0.96374 -1.40402
N 0.78216 -0.08708 -0.73190
C 1.37405 1.24303 -0.66946
H 2.37767 -0.79338 -1.83196
H 0.90528 -1.91755 -1.60580
H 1.68082 1.45111 0.35526
H 0.59219 1.96515 -0.90144
H 2.20200 1.37304 -1.37015
C -2.09354 -0.50385 1.62934
O -1.62082 0.44706 0.69104
H -2.33677 -1.45758 1.14957
H -1.35328 -0.67984 2.41715
H -3.00142 -0.10715 2.07992
H -0.89315 0.03078 0.19245
```

Properties
- E_LUMO: 1.01 eV
- ΔE to the lowest compared entry with this formula, charge and spin: 172.2 kJ/mol
- SMILES string: C=NC.CO
- Strongest force on any atom: 0.4 eV/A
- Kohn-Sham gap: 10.63 eV


(9)
The following is a DFT calculation (wB97M-V/def2-TZVPD) of a cluster of 2 separate species, C3H9NO in total in a non-equilibrium geometry.

```
14
C3H9NO (wB97M-V/def2-TZVPD)
C -0.27681 2.31959 1.21657
C -0.22154 1.02466 0.82005
O 0.45589 0.06760 1.63564
C -0.67396 0.54172 -0.50497
H -0.43753 3.19525 0.55713
H -0.28319 2.60565 2.26102
H 0.73202 -0.62886 1.02677
H -1.34240 1.24591 -1.02842
H 0.23881 0.41401 -1.15464
H -1.18289 -0.38990 -0.32683
N 0.53281 -2.46174 -1.10945
H 0.45340 -3.21425 -1.81210
H 0.71426 -2.89565 -0.22339
H 1.29113 -1.82399 -1.35735
```

Properties
- E_LUMO (spin up / spin down): -4.85 / -8.43 eV
- 2S+1: 2
- ΔE to the lowest compared entry with this formula, charge and spin: 138.0 kJ/mol
- Strongest force on any atom: 4.9 eV/A
- Net charge: +1
- Kohn-Sham gap (spin up / spin down): 9.04 / 5.46 eV


(10)
The following is a DFT calculation (wB97M-V/def2-TZVPD) of a cluster of 2 separate species, C3H9NO2 in total in a non-equilibrium geometry.

```
15
C3H9NO2 (wB97M-V/def2-TZVPD)
C -0.17168 -0.20256 -1.74615
C 0.09199 1.08675 -0.84771
C -0.36711 0.68675 0.57071
O 0.33872 0.66885 1.58474
N -0.14971 -0.20723 -3.23012
H 0.54133 -0.97735 -1.21224
H -1.14794 -0.60313 -1.53962
H 1.01625 1.50537 -0.65528
H -0.60958 1.88255 -1.24066
H -1.39340 0.23002 0.56138
H 0.61807 0.38111 -3.66600
H -0.21092 -1.13116 -3.45540
H -0.24422 -0.70006 3.54322
H 1.09608 -1.40211 3.11268
O 0.16917 -1.56388 3.32798
```

Properties
- E_LUMO (spin up / spin down): 4.20 / 4.15 eV
- 2S+1: 2
- ΔE to the lowest compared entry with this formula, charge and spin: 174.3 kJ/mol
- Strongest force on any atom: 4.8 eV/A
- Net charge: -1
- Kohn-Sham gap (spin up / spin down): 3.47 / 7.30 eV


(11)
The following is a DFT calculation (wB97M-V/def2-TZVPD) of a cluster of 2 separate species, C3H9NO2 in total in a non-equilibrium geometry.

```
15
C3H9NO2 (wB97M-V/def2-TZVPD)
C -1.23023 0.23665 -0.91533
C -0.80841 1.03222 0.28930
N -1.76262 1.16742 1.28897
O 0.29464 1.51749 0.39529
H -0.39376 0.12124 -1.59941
H -2.05673 0.69524 -1.45586
H -1.43211 -0.79882 -0.60322
H -1.86106 1.83316 2.02360
H -2.54417 0.54589 1.25574
C 1.98340 -1.61447 0.17880
O 1.35156 -1.64728 -1.11852
H 3.03534 -1.77898 -0.05164
H 1.84298 -0.58333 0.51156
H 1.54842 -2.31304 0.89338
H 1.14447 -2.53019 -1.44554
```

Properties
- E_LUMO: 0.84 eV
- ΔE to the lowest compared entry with this formula, charge and spin: 114.8 kJ/mol
- SMILES string: CC(N)=O.CO
- Strongest force on any atom: 1.5 eV/A
- Kohn-Sham gap: 10.55 eV


(12)
The following is a DFT calculation (wB97M-V/def2-TZVPD) of a cluster of 2 separate species, C3H9NO2 in total in a non-equilibrium geometry.

```
15
C3H9NO2 (wB97M-V/def2-TZVPD)
C -0.01825 -2.01969 -0.08922
C 0.88702 -1.02808 -0.82776
O 0.99687 -1.08370 -2.01966
O 1.75664 -0.44225 0.03879
H -0.53825 -2.78906 -0.74137
H -0.97450 -1.54808 0.21214
H 0.64757 -2.45210 0.69719
H 2.12673 0.32293 -0.49185
C -1.88537 2.47163 1.71005
N -1.34474 1.54820 0.65916
H -1.41349 3.44227 1.95979
H -2.10034 1.98401 2.66603
H -2.88101 2.62876 1.35212
H -1.12136 2.19976 -0.06909
H -0.45331 1.13072 0.89023
```

Properties
- E_LUMO: 0.60 eV
- ΔE to the lowest compared entry with this formula, charge and spin: 152.5 kJ/mol
- SMILES string: CC(=O)O.CN
- Strongest force on any atom: 3.5 eV/A
- Kohn-Sham gap: 10.45 eV